No. 1
An isolated molecule of C5H6I2. Source: OMol25; level of theory: ωB97M-V/def2-TZVPD.

```
! wB97M-V def2-TZVPD RIJCOSX def2/J DEFGRID3
* xyz 0 1
C 0.641 -1.699 0.293
C -0.549 -2.180 0.552
C 0.702 -0.199 0.101
C -0.624 0.369 -0.523
C -1.813 0.166 0.454
I -1.616 -3.867 0.859
I -3.778 -0.185 -0.200
H 1.419 -2.504 0.352
H 0.777 0.298 1.179
H 1.619 0.217 -0.278
H -0.533 1.402 -0.778
H -0.839 -0.186 -1.509
H -1.720 0.425 1.497
*
```

**Energy relative to the best compared isomer or geometry (same formula, charge and spin)**: 75.1 kcal per mole
**E_HOMO (alpha / beta)**: -0.2939 / -0.2896 hartree
**E_LUMO (alpha / beta)**: 0.095 / -0.200 eV
**Orbital gap (alpha / beta)**: 8.092 / 7.681 eV

No. 2
A structure of composition C5H6INO2S. Source: OMol25; level of theory: ωB97M-V/def2-TZVPD.

```
! wB97M-V def2-TZVPD RIJCOSX def2/J DEFGRID3
* xyz 0 1
C -0.433 0.614 -0.106
C -1.179 -0.051 0.724
C 1.022 0.905 0.295
C -0.866 1.347 -1.415
C -1.747 -0.686 1.654
N 1.847 -0.114 -0.151
O 1.377 1.804 1.018
O 1.388 -2.709 -0.187
S 1.429 -1.356 -1.148
I 3.831 0.397 0.454
H -1.201 2.296 -1.309
H -1.643 0.729 -1.978
H -0.129 1.256 -2.170
H -2.559 -0.200 2.236
H 0.710 -2.472 0.501
H -1.846 -1.759 1.580
*
```

**Energy relative to the best compared isomer or geometry (same formula, charge and spin)**: 43.6 kcal per mole
**E_HOMO**: -0.3266 hartree
**E_LUMO**: -0.780 eV
**Orbital gap**: 8.107 eV

No. 3
A cluster of 2 separate species, C5H6INOS in total. Source: OMol25; level of theory: ωB97M-V/def2-TZVPD.

```
! wB97M-V def2-TZVPD RIJCOSX def2/J DEFGRID3
* xyz 0 1
C 0.268 -2.707 0.916
C -0.917 -2.324 0.304
C 0.599 -0.869 -0.116
C 0.636 1.082 -1.610
C 1.204 0.287 -0.729
N 1.220 -1.739 0.654
O -0.637 -1.173 -0.379
S -1.267 3.050 0.729
I 3.087 0.682 0.009
H 0.419 -3.585 1.470
H -1.906 -2.663 0.378
H 1.214 1.975 -2.115
H -0.437 0.849 -1.964
H -2.619 3.152 0.837
H -0.864 3.984 1.618
*
```

**Energy relative to the best compared isomer or geometry (same formula, charge and spin)**: 8.8 kcal per mole
**E_HOMO**: -0.3234 hartree
**E_LUMO**: 0.418 eV
**Orbital gap**: 9.218 eV

No. 4
A structure of composition C5H6LiO4Pb. Source: OMol25; level of theory: ωB97M-V/def2-TZVPD.

```
! wB97M-V def2-TZVPD RIJCOSX def2/J DEFGRID3
* xyz 0 2
C 1.364 -0.950 0.109
C 0.128 -1.387 -0.684
C -1.162 -0.912 -0.084
C -1.930 0.092 -0.588
O -2.913 0.685 0.039
O 1.870 0.314 -0.212
Pb 1.736 1.663 -1.705
Li -1.790 0.817 1.501
H 2.146 -1.728 0.026
H 1.071 -0.898 1.176
H 0.148 -2.489 -0.745
H 0.226 -1.025 -1.720
H -1.455 -1.359 0.879
H -1.672 0.474 -1.597
O 0.032 1.605 1.837
O 1.336 3.026 0.621
C 0.866 2.073 1.146
*
```

**Expectation value of S²**: 0.75
**E_HOMO (alpha / beta)**: -0.2293 / -0.2729 hartree
**E_LUMO (alpha / beta)**: -0.566 / -0.603 eV
**Orbital gap (alpha / beta)**: 5.673 / 6.824 eV

No. 5
A structure of composition C5H6LiO4V. Source: OMol25; level of theory: ωB97M-V/def2-TZVPD.

```
! wB97M-V def2-TZVPD RIJCOSX def2/J DEFGRID3
* xyz 0 5
O -1.242 3.061 0.991
C -0.465 2.073 1.051
O 0.448 1.982 1.910
O -0.601 1.158 0.084
C 0.530 0.485 -0.478
Li -0.349 3.627 2.634
H 1.343 1.228 -0.444
H 1.124 -0.249 0.083
C 0.226 -0.202 -1.902
C -0.514 -1.401 -1.465
H 1.188 -0.118 -2.429
H -0.442 0.404 -2.533
V 1.071 -4.327 -1.513
O 0.022 -3.486 -0.426
C -0.452 -2.242 -0.397
H -1.304 -2.035 -2.041
H -0.377 -1.743 0.586
*
```

**Expectation value of S²**: 6.04
**Energy relative to the best compared isomer or geometry (same formula, charge and spin)**: 81.3 kcal per mole
**E_HOMO (alpha / beta)**: -0.2385 / -0.2732 hartree
**E_LUMO (alpha / beta)**: -0.493 / -0.493 eV
**Orbital gap (alpha / beta)**: 5.996 / 6.942 eV

No. 6
A structure of composition C5H6MnO4. Source: OMol25; level of theory: ωB97M-V/def2-TZVPD.

```
! wB97M-V def2-TZVPD RIJCOSX def2/J DEFGRID3
* xyz 1 7
C -1.361 0.585 1.152
C 0.080 0.600 1.218
H -1.906 1.406 1.636
H -1.298 -0.369 1.869
H 0.472 0.009 2.051
Mn -1.604 0.632 -0.901
C 1.168 1.296 0.508
O 1.899 0.435 -0.462
C 1.277 -0.390 -1.226
O 0.050 -0.475 -1.361
O 2.082 -1.251 -1.788
H 1.995 1.591 1.165
H 0.891 2.220 -0.014
H 1.598 -2.032 -2.091
C -2.827 -2.672 -0.855
O -2.515 -1.585 -0.901
*
```

**Expectation value of S²**: 12.02
**Energy relative to the best compared isomer or geometry (same formula, charge and spin)**: 32.1 kcal per mole
**E_HOMO (alpha / beta)**: -0.4144 / -0.5249 hartree
**E_LUMO (alpha / beta)**: -4.946 / -5.095 eV
**Orbital gap (alpha / beta)**: 6.329 / 9.188 eV